No. 1
{"formula": "C17H48BrN22O11", "method": "ωB97M-V with the def2-TZVPD basis set", "lumo_ha": -0.17829, "orbital_gap_ev": 6.13, "total_charge": 1, "symbols": ["N", "C", "N", "N", "C", "C", "C", "C", "C", "O", "O", "C", "C", "N", "Br", "H", "H", "H", "H", "H", "H", "H", "H", "H", "H", "H", "H", "C", "O", "N", "N", "H", "H", "H", "H", "C", "O", "N", "N", "H", "H", "H", "H", "C", "O", "N", "N", "H", "H", "H", "H", "C", "O", "N", "N", "H", "H", "H", "H", "C", "O", "N", "N", "H", "H", "H", "H", "C", "O", "N", "N", "H", "H", "H", "H", "C", "O", "N", "N", "H", "H", "H", "H", "C", "O", "N", "N", "H", "H", "H", "H", "C", "O", "N", "N", "H", "H", "H", "H"], "xyz": [[0.347, -1.896, -2.575], [0.987, -0.792, -1.728], [-0.104, -0.258, -0.871], [1.476, 0.230, -2.714], [2.191, -1.492, -0.936], [2.473, -0.901, 0.511], [2.157, -1.850, 1.726], [2.436, -1.397, 3.190], [2.189, -2.313, 4.463], [1.782, -3.507, 4.397], [2.474, -1.789, 5.752], [3.026, 0.022, 3.405], [3.304, 0.887, 2.153], [3.024, 0.395, 0.808], [3.489, 1.576, -0.578], [1.129, -2.504, -2.902], [0.004, -1.473, -3.465], [-0.816, 0.091, -1.547], [-0.604, -1.005, -0.362], [2.230, -0.246, -3.232], [0.724, 0.564, -3.328], [1.913, -2.610, -0.823], [3.119, -1.443, -1.614], [1.735, -2.908, 1.548], [1.758, -1.162, 6.022], [3.241, 0.392, 4.470], [3.769, 1.922, 2.341], [0.771, -5.609, 0.817], [1.699, -4.966, 0.340], [-0.012, -6.422, 0.070], [0.448, -5.562, 2.133], [-0.777, -6.957, 0.440], [0.197, -6.484, -0.913], [1.010, -4.967, 2.725], [-0.307, -6.081, 2.542], [1.318, 4.453, 1.309], [2.504, 4.254, 1.066], [0.352, 3.551, 1.025], [0.873, 5.596, 1.885], [-0.623, 3.697, 1.215], [0.640, 2.686, 0.594], [1.564, 6.294, 2.114], [-0.093, 5.779, 2.093], [0.595, 4.827, -2.422], [-0.058, 3.861, -2.053], [1.592, 5.365, -1.676], [0.379, 5.444, -3.610], [2.139, 6.156, -1.962], [1.783, 4.933, -0.785], [-0.354, 5.073, -4.193], [0.903, 6.237, -3.932], [-3.949, 0.682, -0.717], [-2.769, 0.473, -0.974], [-4.926, -0.210, -0.989], [-4.378, 1.831, -0.137], [-5.901, -0.054, -0.787], [-4.649, -1.077, -1.421], [-3.680, 2.523, 0.082], [-5.340, 2.022, 0.082], [5.676, -0.430, -4.123], [5.424, 0.619, -4.694], [6.154, -1.519, -4.771], [5.499, -0.595, -2.786], [6.367, -2.390, -4.320], [6.298, -1.436, -5.765], [5.145, 0.196, -2.271], [5.699, -1.448, -2.295], [-8.179, 1.337, -2.330], [-7.852, 0.344, -1.692], [-7.385, 2.431, -2.440], [-9.362, 1.427, -2.981], [-7.636, 3.253, -2.959], [-6.495, 2.402, -1.970], [-9.980, 0.634, -2.923], [-9.650, 2.231, -3.510], [-0.067, -4.746, -5.097], [0.499, -3.813, -5.647], [-0.723, -4.607, -3.919], [-0.088, -5.998, -5.616], [-1.194, -5.358, -3.448], [-0.728, -3.689, -3.504], [0.389, -6.140, -6.492], [-0.547, -6.777, -5.181], [-2.404, -0.925, 5.294], [-3.201, -0.208, 5.871], [-2.676, -1.511, 4.101], [-1.170, -1.201, 5.794], [-2.033, -2.105, 3.610], [-3.581, -1.331, 3.697], [-0.930, -0.784, 6.679], [-0.500, -1.790, 5.333], [1.245, 3.649, 5.778], [1.547, 3.363, 6.925], [1.420, 4.890, 5.261], [0.706, 2.748, 4.916], [1.176, 5.141, 4.319], [1.817, 5.590, 5.867], [0.559, 1.814, 5.261], [0.450, 2.963, 3.968]], "atomic_forces_ev_per_a": [[1.387, -0.615, -0.232], [-1.645, -0.649, -1.592], [0.935, 0.281, -0.896], [0.524, -0.538, 1.696], [-0.036, 0.266, 0.098], [-0.224, -1.150, 3.114], [1.216, 2.749, 1.433], [0.910, 2.391, -2.680], [-1.317, -3.399, 0.310], [1.683, 4.962, -0.436], [-1.005, 0.210, -2.197], [-0.826, -1.305, -3.681], [-0.995, -2.899, 2.048], [-0.324, -1.508, 2.556], [-0.252, -0.445, 0.479], [-0.820, 0.383, 0.076], [0.331, -0.256, 0.971], [0.496, -0.038, 1.058], [0.598, 0.318, -0.626], [-0.745, 0.630, -0.132], [0.517, -0.339, 0.360], [0.505, 1.830, 0.210], [-1.146, 0.079, 1.191], [0.842, 1.824, -0.055], [0.797, -0.454, -0.278], [-0.231, -0.424, -2.021], [-0.940, -1.715, -1.031], [-0.063, -0.112, 0.056], [0.019, 0.378, 0.040], [-0.153, -0.209, -0.667], [0.119, 0.430, 0.506], [0.099, 0.028, 0.014], [-0.013, -0.016, 0.187], [-0.070, -0.205, 0.072], [0.083, -0.006, -0.048], [-0.489, -0.394, 0.208], [0.154, -0.004, -0.004], [0.217, -0.614, 0.344], [0.240, 0.687, 0.599], [0.051, 0.042, -0.220], [-0.294, 0.139, -0.241], [-0.148, -0.036, -0.132], [0.031, 0.020, -0.165], [-0.106, -0.174, 0.026], [-0.002, 0.009, -0.014], [0.310, 0.012, 0.546], [-0.385, 0.091, -0.637], [-0.056, -0.075, -0.016], [0.271, 0.119, -0.332], [0.161, 0.084, 0.088], [-0.025, -0.082, 0.042], [-0.094, -0.549, -0.228], [-0.028, 0.131, 0.083], [0.005, -0.439, 0.015], [0.115, 0.866, 0.256], [-0.147, 0.014, -0.268], [-0.083, 0.189, 0.034], [-0.165, -0.120, -0.087], [0.060, -0.137, 0.085], [0.047, 0.376, -0.673], [-0.057, -0.117, 0.240], [0.190, -0.386, -0.474], [-0.433, 0.074, 0.970], [-0.005, 0.083, -0.039], [-0.027, -0.025, 0.182], [0.188, -0.181, -0.118], [0.106, 0.071, -0.073], [-0.074, -0.107, -0.013], [0.122, 0.025, 0.173], [0.591, 0.359, 0.230], [-0.550, -0.313, -0.144], [0.008, -0.085, 0.033], [-0.097, 0.049, -0.226], [0.096, 0.162, -0.025], [0.050, -0.065, 0.050], [0.127, 0.202, -0.227], [-0.002, -0.001, 0.156], [-0.230, 0.312, 0.601], [0.210, -0.530, -0.503], [-0.001, 0.064, -0.116], [-0.050, -0.149, 0.153], [-0.107, 0.008, 0.162], [0.015, 0.093, -0.050], [-0.779, 0.432, 0.146], [0.281, -0.146, -0.113], [-0.280, -0.192, -0.662], [1.112, 0.174, 0.486], [-0.071, 0.024, 0.062], [0.163, -0.045, 0.075], [-0.164, -0.148, -0.068], [-0.233, -0.169, 0.061], [0.177, 0.109, 0.657], [-0.017, -0.113, -0.252], [0.192, 0.707, -0.049], [-0.136, -0.828, -0.463], [0.028, -0.077, 0.029], [-0.086, -0.147, -0.083], [-0.147, 0.239, -0.041], [-0.005, 0.007, 0.058]]}

---

No. 2
{"formula": "C5H9F2O3P", "method": "ωB97M-V with the def2-TZVPD basis set", "lumo_ha": [-0.00964, -0.00978], "orbital_gap_ev": [8.22, 8.22], "e_above_lowest_kcal_mol": 58.4, "total_charge": 0, "symbols": ["C", "C", "C", "C", "C", "O", "O", "O", "F", "F", "P", "H", "H", "H", "H", "H", "H", "H", "H", "H"], "xyz": [[-1.050, 2.457, 0.442], [2.602, 0.882, -1.038], [-2.132, -1.076, 1.645], [2.089, -0.616, -0.598], [-1.719, -1.108, 0.204], [-0.584, 3.385, -0.064], [-0.351, -0.066, -1.971], [0.955, -0.605, 0.155], [-2.762, -0.735, -0.538], [-1.299, -2.371, -0.261], [-0.377, 0.033, -0.504], [-1.728, 2.324, 1.247], [3.037, 0.828, -1.959], [1.662, 1.469, -1.119], [3.452, 1.016, -0.300], [-1.572, -1.845, 2.221], [-3.175, -1.449, 1.563], [-1.908, -0.198, 2.226], [2.881, -1.033, 0.062], [1.979, -1.291, -1.412]], "atomic_forces_ev_per_a": [[1.584, -2.802, -1.683], [-1.184, -2.841, 3.321], [0.310, -2.663, 0.250], [3.580, 1.385, -0.524], [2.245, 0.145, -0.549], [0.066, 0.624, -0.134], [-0.136, 0.376, -0.127], [-2.611, 0.718, 1.557], [-1.299, 0.024, -0.718], [-0.853, 0.816, 0.915], [-0.365, 1.109, 0.942], [-0.956, 0.099, 1.023], [1.031, -0.152, -2.636], [1.188, 0.427, 0.560], [-1.541, 1.156, -0.641], [-0.256, 0.192, -0.601], [0.366, 0.760, 0.822], [-0.551, 0.798, -0.368], [-0.478, 0.147, -0.425], [-0.140, -0.319, -0.982]]}

---

No. 3
{"formula": "C17H22N2O3S2", "method": "ωB97M-V with the def2-TZVPD basis set", "lumo_ha": 0.01389, "orbital_gap_ev": 8.21, "e_above_lowest_kcal_mol": 0.3, "smiles": "COCCNC(=O)CSCc1nc(-c2ccc(SC)cc2)oc1C", "total_charge": 0, "symbols": ["C", "O", "C", "C", "N", "C", "O", "C", "S", "C", "C", "N", "C", "C", "C", "C", "C", "S", "C", "C", "C", "O", "C", "C", "H", "H", "H", "H", "H", "H", "H", "H", "H", "H", "H", "H", "H", "H", "H", "H", "H", "H", "H", "H", "H", "H"], "xyz": [[1.590, -1.289, -2.599], [1.453, 0.094, -2.381], [0.740, 0.785, -3.382], [-0.772, 0.520, -3.374], [-1.389, 0.959, -2.148], [-2.190, 2.044, -2.111], [-2.493, 2.692, -3.092], [-2.716, 2.364, -0.722], [-4.275, 1.482, -0.379], [-3.703, -0.267, -0.396], [-2.688, -0.510, 0.649], [-1.346, -0.339, 0.428], [-0.762, -0.597, 1.567], [0.653, -0.542, 1.845], [1.546, -0.113, 0.864], [2.900, -0.058, 1.125], [3.385, -0.427, 2.374], [5.087, -0.399, 2.823], [5.925, 0.238, 1.345], [2.493, -0.854, 3.360], [1.144, -0.911, 3.101], [-1.640, -0.928, 2.535], [-2.866, -0.865, 1.959], [-4.078, -1.159, 2.760], [0.638, -1.820, -2.491], [2.281, -1.651, -1.840], [2.001, -1.492, -3.596], [1.142, 0.537, -4.375], [0.919, 1.844, -3.179], [-1.232, 1.086, -4.189], [-0.969, -0.547, -3.522], [-1.130, 0.486, -1.282], [-2.983, 3.418, -0.669], [-1.998, 2.110, 0.057], [-4.603, -0.849, -0.211], [-3.314, -0.480, -1.390], [1.180, 0.173, -0.109], [3.562, 0.278, 0.343], [5.781, -0.443, 0.511], [6.978, 0.284, 1.605], [5.559, 1.233, 1.111], [2.879, -1.139, 4.327], [0.457, -1.242, 3.865], [-4.423, -2.178, 2.578], [-4.875, -0.470, 2.491], [-3.848, -1.055, 3.817]], "atomic_forces_ev_per_a": [[-0.016, -0.057, 0.004], [0.027, 0.095, 0.186], [-0.345, 0.109, -0.217], [0.360, 0.083, -0.080], [0.384, -0.281, -0.007], [-0.016, 0.041, 0.374], [-0.150, 0.314, -0.278], [-0.298, -0.238, 0.067], [-0.007, -0.107, -0.118], [-0.159, 0.626, 0.025], [-0.344, -0.435, 1.105], [0.768, -0.174, 0.450], [-0.624, 0.187, -0.865], [0.553, -0.051, 0.401], [-0.361, -0.093, 0.169], [0.059, -0.023, 0.079], [0.226, 0.031, -0.041], [0.204, 0.049, -0.055], [-0.447, -0.194, 0.367], [0.195, 0.048, -0.077], [-0.126, 0.048, -0.214], [0.446, 0.008, 0.179], [-0.507, 0.215, -1.132], [0.249, -0.108, -0.020], [0.019, -0.023, -0.012], [-0.013, -0.093, -0.036], [0.001, -0.015, 0.023], [0.013, 0.021, 0.060], [-0.059, -0.057, -0.115], [0.057, -0.152, 0.034], [-0.011, 0.072, -0.084], [-0.086, 0.152, -0.074], [0.091, -0.035, -0.035], [0.055, 0.117, -0.035], [-0.019, -0.035, -0.091], [-0.066, -0.189, 0.070], [-0.043, 0.046, -0.134], [0.091, 0.037, -0.068], [0.055, 0.032, -0.119], [0.050, 0.007, 0.000], [0.052, 0.066, -0.106], [-0.011, -0.044, 0.138], [-0.040, -0.030, 0.081], [-0.062, -0.044, 0.075], [-0.049, 0.045, 0.043], [-0.097, 0.028, 0.084]]}

---

Number 1: maximum force 0.1023 Eh/bohr. Number 2: maximum force 0.0881 Eh/bohr. Number 3: maximum force 0.0245 Eh/bohr.